Molecular formula: C5H14O2
Method: DFT, ωB97M-V/def2-TZVPD

Results
- Highest occupied orbital energy: -8.5 eV
- Structure (SMILES): CC=C(C)C.O.O
- Gap between HOMO and LUMO: 9.17 eV
- Energy above the lowest of the compared OMol25 structures with the same formula, charge and spin: 0.987 eV

Atoms and positions in Å:
C -0.162990 -2.666911 0.667596
C 0.232720 -1.293401 0.271815
C 0.543538 -0.313778 1.121246
C 0.773934 1.097324 0.640407
C 0.627064 -0.463497 2.615715
H -1.094107 -2.733638 1.241492
H -0.375671 -3.351629 -0.154285
H 0.620750 -3.123329 1.276491
H 0.243695 -0.920563 -0.746539
H -0.238644 1.481464 0.544187
H 1.358849 1.171684 -0.252135
H 1.368712 1.737927 1.294174
H 0.099384 -1.233219 3.181312
H 0.223933 0.427278 3.109835
H 1.703333 -0.488983 2.814451
O -0.176939 2.790186 -1.529737
H -0.606396 3.013689 -2.367464
H 0.166573 3.662446 -1.298025
O -1.912222 0.698007 -4.344218
H -1.287425 0.044599 -4.653659
H -2.108091 0.464344 -3.432657

Forces on atoms 1 to 2 (eV/Å):
-0.3 -0.9 0.1
0.0 1.3 0.1

***

Molecular formula: C25H31NPdTe
Method: DFT, ωB97M-V/def2-TZVPD

Results
- Highest occupied orbital energy: -0.9 eV
- Gap between HOMO and LUMO: 5.16 eV
- Total charge: -2
- Energy above the lowest of the compared OMol25 structures with the same formula, charge and spin: 0.000 eV

Atoms and positions in Å:
Pd -2.085901 -0.900556 0.138393
C -2.740900 0.475156 2.696629
C -3.517089 0.013686 1.485742
C -4.576727 -0.920853 1.653870
C -5.539303 -1.105580 0.691877
C -5.476640 -0.391449 -0.517014
C -4.450556 0.496258 -0.732850
C -3.462170 0.734376 0.258996
H -3.373695 1.076216 3.360247
H -1.881132 1.075531 2.401884
H -2.368489 -0.379320 3.263123
H -4.623245 -1.480011 2.582693
H -6.332245 -1.825915 0.854644
H -6.221035 -0.558621 -1.286223
H -4.395376 1.048710 -1.664034
H -2.825007 1.609001 0.166343
C 13.757361 -3.846997 0.958894
C 12.250307 -3.784666 0.911463
C 11.555543 -3.931048 -0.285462
C 10.160567 -3.857770 -0.322587
C 9.474217 -4.044365 -1.661500
C 9.360195 -3.635250 0.817749
Te -0.215226 -2.694124 -0.446652
C 10.102213 -3.495394 2.005828
C 9.370609 -3.238615 3.311179
C 11.499762 -3.566808 2.058690
H 14.163620 -4.157174 -0.006897
H 14.110255 -4.558421 1.711800
H 14.198932 -2.875258 1.204114
H 12.121292 -4.107235 -1.202024
H 10.184195 -4.064527 -2.496398
H 8.753357 -3.242180 -1.828336
H 8.905882 -4.978711 -1.672391
H 8.304469 -3.397984 3.157714
H 9.511692 -2.206761 3.654682
H 9.718453 -3.897392 4.116019
H 12.017874 -3.452506 3.013653
C -0.193644 -0.156022 -5.315182
N -0.561215 -1.266106 -4.464299
C 0.591833 -2.109779 -4.196986
C -1.265020 -0.864717 -3.238660
C -0.443587 -0.081738 -2.231322
C -0.271734 1.287284 -2.452644
C 0.515294 2.074178 -1.629681
C 1.154676 1.478050 -0.549122
C 0.965608 0.132261 -0.291883
C 0.151703 -0.677219 -1.103820
H 0.176258 -0.543610 -6.268407
H 0.592285 0.487974 -4.888459
H -1.070493 0.465255 -5.515564
H 0.984469 -2.490802 -5.143705
H 0.299157 -2.946416 -3.565424
H 1.403063 -1.573614 -3.680388
H -1.647591 -1.767403 -2.764283
H -2.124925 -0.260800 -3.544956
H -0.784923 1.744151 -3.293213
H 0.631810 3.132980 -1.828985
H 1.789720 2.065083 0.104546
H 1.438292 -0.318305 0.571326

Forces on atoms 1 to 2 (eV/Å):
-0.1 -0.1 0.1
0.0 0.0 0.0

***

Molecular formula: C4H9N
Method: DFT, ωB97M-V/def2-TZVPD

Results
- Highest occupied orbital energy: -7.6 eV
- Gap between HOMO and LUMO: 8.56 eV
- Energy above the lowest of the compared OMol25 structures with the same formula, charge and spin: 3.486 eV

Atoms and positions in Å:
C -1.886968 0.485444 -0.356936
C -0.598325 0.263944 0.396837
C -0.299553 -1.013230 1.073418
N 0.458342 -0.482389 -0.308474
C 1.847476 -0.037764 -0.296891
H -2.655342 0.814773 0.349176
H -1.786118 1.242548 -1.143375
H -2.227132 -0.455112 -0.800537
H -0.159257 1.194728 0.773642
H 0.193524 -1.364729 -0.696628
H 0.482038 -0.858228 1.830678
H 2.046415 0.455834 0.661691
H 2.503853 -0.907688 -0.372386
H 2.081046 0.661874 -1.110210

Forces on atoms 1 to 2 (eV/Å):
-0.1 -0.1 0.0
-0.1 0.1 -0.1

***

Molecular formula: C37H36FMoN5O6
Method: DFT, ωB97M-V/def2-TZVPD

Results
- Highest occupied orbital energy (spin up / spin down): -12.2 / -12.2 eV
- Gap between HOMO and LUMO (spin up / spin down): 6.07 / 6.08 eV
- Total charge: +2
- Energy above the lowest of the compared OMol25 structures with the same formula, charge and spin: 0.000 eV

Atoms and positions in Å:
Mo 0.612490 -0.330858 -0.843340
C -0.012994 6.438325 1.975824
C 0.118434 4.961642 1.698870
C 0.607005 4.087822 2.662169
C 0.714386 2.722314 2.416717
C 1.306220 1.868073 3.459636
N 0.645290 1.322801 4.400990
C -0.823799 1.351690 4.513497
C -1.406443 0.089947 3.871268
C -2.810102 0.329082 3.296959
N -2.813873 -0.026624 1.884341
C -3.735278 -0.744329 1.310639
C -3.681145 -1.197181 -0.017686
C -4.744672 -2.002776 -0.486029
C -4.727601 -2.598164 -1.719495
C -5.863954 -3.448657 -2.227213
C -3.570581 -2.399480 -2.481950
C -2.491866 -1.638688 -2.063366
C -1.404717 -1.460931 -2.989570
N -0.263695 -0.920581 -2.788742
C 0.526241 -0.664734 -4.011571
C 0.986904 0.788802 -4.011210
C -0.006655 1.686627 -3.299864
N 0.103487 1.583532 -1.815797
C -0.189917 2.676718 -1.220978
C -0.046174 3.049889 0.173601
C -0.175403 4.412680 0.461328
C 0.327770 2.142495 1.184494
O 0.321533 0.846018 1.044050
C -2.529387 -0.952159 -0.823508
O -1.603384 -0.142852 -0.441114
H -0.304373 6.623453 3.008974
H -0.760461 6.892236 1.327353
H 0.932965 6.954599 1.802036
H 0.912092 4.486036 3.626866
H 2.383865 1.705046 3.487754
H 1.154135 0.771312 5.086570
H -1.161112 2.239917 3.987960
H -1.082785 1.447336 5.565957
H -1.410080 -0.738729 4.579046
H -0.751151 -0.189334 3.044646
H -3.103157 1.376007 3.400388
H -3.559815 -0.268264 3.810441
H -2.015745 0.229960 1.287565
H -4.576795 -1.046377 1.928643
H -5.600956 -2.154527 0.165131
H -6.787055 -3.229718 -1.693547
H -5.647033 -4.510994 -2.100022
H -6.039888 -3.274547 -3.288810
H -3.509606 -2.876510 -3.456785
H -1.619656 -1.795454 -4.004978
H -0.102969 -0.848795 -4.883635
H 1.373469 -1.341347 -4.058987
H 1.091983 1.129504 -5.041235
H 1.962785 0.885471 -3.536692
H -1.029410 1.438173 -3.591630
H 0.174008 2.721248 -3.586526
H -0.498876 3.509609 -1.854844
H -0.500536 5.072707 -0.337744
O 4.091242 1.448527 0.779640
C 3.097802 0.688106 0.399077
O 2.364680 0.958457 -0.538265
C 2.875246 -0.557210 1.156781
C 3.679272 -1.082553 2.137192
C 3.311254 -2.304049 2.703598
C 2.162187 -2.928542 2.261399
C 1.424665 -2.332386 1.245644
N 1.782794 -1.178998 0.711460
C 0.164804 -2.869816 0.618374
O -0.451127 -3.790026 1.092293
O -0.125304 -2.176189 -0.445997
H 4.177971 2.203857 0.172494
H 4.581638 -0.559620 2.429324
H 3.926693 -2.763391 3.466158
H 1.829098 -3.878797 2.658644
F 5.200903 -3.692918 -3.679013
C 4.244546 -2.968006 -3.084980
C 3.090678 -3.586857 -2.653530
C 2.108321 -2.821746 -2.035334
C 2.237951 -1.439698 -1.832869
C 3.425116 -0.867214 -2.311592
C 4.424126 -1.610513 -2.930450
H 2.960985 -4.651076 -2.805467
H 1.203292 -3.333788 -1.741551
H 3.592146 0.199354 -2.256556
H 5.327058 -1.143364 -3.303319

Forces on atoms 1 to 2 (eV/Å):
-1.5 0.9 0.2
0.0 -0.1 -0.1

***

Molecular formula: C3H4LiLuO4
Method: DFT, ωB97M-V/def2-TZVPD

Results
- Highest occupied orbital energy (spin up / spin down): -11.6 / -11.9 eV
- 2S+1: 2
- Gap between HOMO and LUMO (spin up / spin down): 7.36 / 6.57 eV
- Total charge: +1

Atoms and positions in Å:
H -1.990554 -1.687766 1.231653
O 0.796960 -1.014439 1.118560
C 0.011252 -1.881520 0.616745
C -0.553702 -1.677311 -0.774822
O -1.566849 -0.681147 -0.800168
C -1.368210 0.663602 -0.599892
O -0.193443 1.088108 -0.650055
O -2.427253 1.213138 -0.269045
Li -3.467114 -0.387011 0.211738
Lu 1.639667 0.997415 0.616255
H 0.397171 -2.918956 0.700148
H -1.054464 -2.607691 -1.074946
H 0.193634 -1.526418 -1.569146

Forces on atoms 1 to 2 (eV/Å):
1.9 -0.4 -0.1
1.4 2.8 0.5

***

Molecular formula: C4H4O2
Method: DFT, ωB97M-V/def2-TZVPD

Results
- Highest occupied orbital energy: -8.7 eV
- Structure (SMILES): Oc1ccoc1
- Gap between HOMO and LUMO: 9.51 eV
- Energy above the lowest of the compared OMol25 structures with the same formula, charge and spin: 0.602 eV

Atoms and positions in Å:
O -1.909126 -0.792690 0.405366
C -0.667445 -0.208302 0.136291
C 0.266684 -0.682615 -0.842077
C 1.366112 0.087465 -0.692332
O 1.232403 1.040548 0.242479
C -0.084005 0.852410 0.725003
H -2.226983 -0.334848 1.212953
H 0.134563 -1.538765 -1.457688
H 2.319058 0.052077 -1.192831
H -0.431261 1.524720 1.462836

Forces on atoms 1 to 2 (eV/Å):
1.1 1.2 0.4
-0.5 -0.4 -0.2

***

Molecular formula: C17H12BrI2N2OSn
Method: DFT, ωB97M-V/def2-TZVPD

Results
- Highest occupied orbital energy: -10.7 eV
- Gap between HOMO and LUMO: 6.27 eV
- Total charge: +1
- Energy above the lowest of the compared OMol25 structures with the same formula, charge and spin: 5.281 eV

Atoms and positions in Å:
Sn 0.712541 1.473207 1.728559
Br -5.568337 -2.487169 0.315655
C -4.007350 -2.054699 1.333519
C -4.114641 -2.163684 2.676639
C -3.095282 -2.170441 3.704666
C -1.796011 -1.987010 3.638808
O -0.660460 -1.778632 3.673615
C -1.952235 -0.780004 0.655668
C -0.828601 -0.707853 -0.221948
N 0.101212 0.186305 -0.204140
C 1.066260 0.184488 -1.229784
C 0.776318 -0.211128 -2.516844
C 1.756611 -0.202341 -3.521528
C 3.021817 0.230838 -3.245470
C 3.349692 0.683842 -1.949332
C 4.631588 1.171352 -1.617136
C 4.886538 1.591626 -0.340613
C 3.853549 1.537960 0.601787
N 2.645381 1.097407 0.324287
C 2.367269 0.666835 -0.932589
C -2.867065 -1.766753 0.502643
H -5.099131 -2.397452 3.057510
H -3.434536 -2.441316 4.699198
H -0.753539 -1.527492 -0.941670
H -0.234997 -0.494721 -2.776442
H 1.496678 -0.533035 -4.517183
H 3.785173 0.245953 -4.012045
H 5.396245 1.206828 -2.382275
H 5.856343 1.973952 -0.058898
H 4.022818 1.865846 1.621382
H -2.794328 -2.382876 -0.392990
I -2.528156 1.100417 1.706825
C -3.295382 1.983305 0.081789
I 0.337770 3.893278 0.599877
H -2.683368 2.804978 -0.269916
H -4.350376 2.188198 0.208376

Forces on atoms 1 to 2 (eV/Å):
0.6 -0.5 -0.2
0.1 0.1 0.0

***

Molecular formula: C4H16CuN10O10
Method: DFT, ωB97M-V/def2-TZVPD

Results
- Highest occupied orbital energy (spin up / spin down): -7.4 / -7.4 eV
- 2S+1: 2
- Gap between HOMO and LUMO (spin up / spin down): 7.86 / 6.16 eV
- Energy above the lowest of the compared OMol25 structures with the same formula, charge and spin: 0.296 eV

Atoms and positions in Å:
Cu -0.011623 -0.261654 -0.471725
N 1.772391 -1.273608 -3.306114
O 1.043035 -0.913028 -2.339448
O 2.864473 -0.673603 -3.465495
O 1.442894 -2.176821 -4.078510
N -1.159721 1.135058 2.181268
O -0.361747 1.737504 2.932809
O -2.353866 1.438254 2.071122
O -0.714178 0.133311 1.527193
C 2.280605 -1.092427 1.646716
O 1.707273 -0.908269 0.569847
N 3.310929 -1.971519 1.807388
N 1.869808 -0.465650 2.780398
H 3.770562 -2.432539 1.045351
H 3.748675 -1.984897 2.704628
H 1.265589 0.343166 2.790449
H 2.336684 -0.781383 3.606255
C -1.430948 -3.263507 0.122519
O -0.761126 -2.331118 -0.330689
N -1.140698 -4.539843 -0.194665
N -2.486030 -3.020602 0.939689
H -0.377723 -4.786767 -0.794571
H -1.913251 -5.177071 -0.087858
H -3.155489 -3.699781 1.251280
H -2.582613 -2.112065 1.358819
C -2.471512 1.394548 -1.625268
O -1.739377 0.409966 -1.462009
N -2.313137 2.199657 -2.690502
N -3.399840 1.790288 -0.714552
H -3.041030 2.874533 -2.846305
H -1.647162 2.048233 -3.424163
H -4.166723 2.379532 -0.968234
H -3.356836 1.332436 0.184682
C 1.392447 2.632489 -0.222091
O 0.547499 1.771237 -0.505787
N 2.107493 3.316274 -1.142973
N 1.576132 3.020436 1.065214
H 2.609747 4.115188 -0.812654
H 1.951543 3.201087 -2.127195
H 2.115676 3.837191 1.279106
H 0.871163 2.755764 1.746061

Forces on atoms 1 to 2 (eV/Å):
0.3 -0.3 -0.2
1.6 0.7 -0.4